Formula: C3H5N2PS
Source: OMol25
Level of theory: ωB97M-V with the def2-TZVPD basis set

XYZ file:
```
12
Properties=species:S:1:pos:R:3
C -0.1848 -0.4585 0.8712
C 1.0489 -0.7549 -1.0214
C -0.6997 0.4526 1.9225
N 0.4486 0.0481 -0.2890
N -0.0395 -1.7113 1.0288
P 2.0169 -0.6033 -2.5425
S 0.8231 -2.5314 -0.0922
H 0.1031 0.8414 2.5723
H -1.2727 1.1300 1.4463
H -1.3543 -0.1676 2.5105
H 0.9776 -0.1262 -3.2572
H 1.7906 -2.0657 -3.0094
```

The gap between HOMO and LUMO is 9.556 eV. As for the SMILES: Cc1nsc(P)n1. As for the total energy: -966.312046 a.u. The LUMO energy is 0.019 Eh. The highest occupied orbital energy is -9.0 eV. Its energy above the lowest of the compared OMol25 structures with the same formula, charge and spin is 0.670 eV.